The following is a DFT calculation (wB97M-V/def2-TZVPD) of C24H54BF4N5O4 as an isolated structure.

Calculated values
- LUMO energy: -0.49 eV
- Orbital gap: 8.9958 eV
- Energy: -1945.53981 a.u.
- HOMO energy: -9.5 eV
- Energy above the lowest of the compared OMol25 structures with the same formula, charge and spin: 113.5 kcal/mol

XYZ file:
```
92
Properties=species:S:1:pos:R:3:forces:R:3:lowdin_charge:R:1
C 1.0649 -4.5312 0.0141 -1.05 -5.31 -0.32 -0.12
C 0.1731 -3.7461 -0.8442 -0.59 1.99 0.21 -0.27
C -1.2931 -4.1902 -0.8908 2.21 -4.49 1.38 -0.16
N -2.1513 -3.4199 -1.8400 -2.81 0.94 3.41 -0.25
C -1.6851 -3.2774 -3.2109 4.60 -4.70 1.36 0.02
C -2.4518 -2.1030 -1.1630 -0.53 2.56 -0.82 -0.08
C -3.9113 -1.6861 -1.6231 4.92 -2.25 -8.02 -0.11
C -4.6391 -2.9865 -1.9993 1.59 0.43 -4.24 -0.17
C -3.5893 -4.0358 -1.7058 -0.85 0.15 4.04 -0.09
H 2.1202 -4.3655 0.1106 0.10 1.09 0.42 0.09
H 1.0667 -5.6362 -0.2843 0.21 0.97 -0.54 0.10
H 0.4479 -4.7643 0.8565 0.60 0.69 1.89 0.05
H 0.5082 -3.7917 -1.8629 0.54 0.90 -0.45 0.10
H 0.2591 -2.8052 -0.2651 -0.33 0.61 -1.50 0.12
H -1.5960 -4.5862 0.2691 -0.30 2.20 -3.19 0.21
H -1.2263 -5.2183 -1.3569 -0.23 0.79 0.21 0.14
H -0.6573 -2.8573 -3.2364 -0.82 -0.19 0.28 0.10
H -2.2433 -2.7332 -3.8006 -3.39 3.05 -2.48 0.04
H -1.6015 -4.3191 -3.6720 -0.15 1.22 0.67 0.15
H -1.5987 -1.3478 -0.9969 -1.21 -0.96 -1.60 0.16
H -2.5834 -2.3296 -0.1723 -0.32 -1.11 2.57 0.09
H -3.8681 -0.9588 -2.6080 0.26 -1.95 2.09 0.16
H -4.4003 -1.1115 -1.0713 -3.73 4.63 5.78 0.00
H -4.8345 -2.9624 -3.1853 0.22 -0.12 2.56 0.16
H -5.5722 -3.2285 -1.5484 -0.54 0.06 0.61 0.10
H -3.6666 -4.9326 -2.2789 0.19 -0.76 -0.06 0.11
H -3.8364 -4.1872 -0.3979 1.50 -0.17 -4.12 0.23
B 0.0199 0.4265 0.5365 2.66 2.69 -1.49 -1.25
F -0.2625 1.1103 -0.7606 0.04 -1.08 1.00 0.02
F 1.0849 -0.4851 0.3300 -0.24 -0.37 -0.35 0.09
F 0.5561 1.4319 1.4019 -0.84 -0.81 -0.17 0.10
F -1.0747 -0.1890 0.9605 -1.65 -0.88 0.88 0.21
C 1.1437 -0.4333 -3.6908 -6.20 6.51 -7.29 0.04
C -0.3721 -0.2459 -3.8724 -0.07 1.44 -0.88 -0.16
N -1.4841 0.0484 -4.0771 2.12 -1.06 0.60 0.16
H 1.2814 -0.4386 -2.8107 2.04 -0.35 12.08 -0.04
H 1.4113 -1.2134 -4.1131 2.34 -7.73 -3.78 0.00
H 1.7783 0.3169 -4.0999 -0.25 1.19 -0.58 0.09
C 1.0768 -2.0938 2.9869 1.65 -1.93 2.41 -0.04
C 1.0444 -3.5104 3.6623 -1.13 -1.94 0.32 -0.22
N 1.0226 -4.6079 4.1203 0.16 4.22 -1.72 0.09
H 0.1815 -1.5290 2.7245 -0.05 -0.93 -0.36 0.06
H 1.5809 -1.5162 3.7574 -0.16 0.38 0.36 0.07
H 1.9145 -2.1875 2.3109 -0.45 0.18 -1.08 0.06
C -3.2720 2.2030 -2.0916 -6.17 4.64 1.93 -0.03
C -3.8430 1.8893 -0.7486 3.07 1.43 -4.13 -0.32
N -4.3447 1.5666 0.1950 -2.01 -1.34 3.84 0.16
H -4.0902 1.7664 -2.6413 0.70 -0.53 -1.43 0.07
H -3.4702 3.4025 -2.2574 0.64 -2.86 0.53 0.16
H -2.3029 2.0410 -2.2247 3.81 -1.40 -0.75 -0.02
C -1.5937 3.4495 1.3983 -0.83 1.66 -0.87 -0.05
C -2.5879 4.5310 0.9340 -1.46 2.36 -0.98 -0.24
N -3.3219 5.3804 0.5287 2.98 -3.53 1.66 0.09
H -0.5850 3.9208 1.7571 -1.98 -1.37 -1.11 0.11
H -2.0969 2.8687 2.1385 -0.14 0.19 1.39 0.04
H -1.6773 2.6719 0.6145 1.35 0.78 -0.15 0.05
C -1.7074 -0.7008 5.1663 -2.68 0.82 3.51 -0.11
C -0.9860 0.5314 4.9485 2.13 -1.24 -5.17 -0.29
O -1.6462 1.2590 3.8624 -1.67 1.20 4.99 -0.04
H -1.4219 -1.4604 4.5667 0.89 -2.51 -2.15 0.00
H -2.8266 -0.4569 4.9250 1.80 -0.81 1.28 0.13
H -1.3637 -0.9781 6.2364 -1.49 -0.15 -1.35 0.12
H 0.1214 0.2062 4.6157 -2.02 1.35 0.85 0.15
H -0.9924 1.0880 5.7738 0.29 2.58 3.10 0.06
H -1.1446 0.9849 3.1940 2.81 -1.22 -5.10 -0.04
C 5.8721 0.4877 0.7763 -2.43 -5.48 -0.96 -0.05
C 4.4137 0.5161 0.4227 0.42 4.10 0.59 -0.41
O 3.8177 -0.5123 0.9966 -2.22 -4.22 3.58 -0.08
H 5.8496 0.4302 1.8304 0.53 -0.20 1.24 0.07
H 6.4380 1.2300 0.4439 2.35 3.21 -1.57 0.02
H 6.1549 -0.5359 0.3063 0.43 1.62 1.10 0.12
H 4.1104 0.2726 -0.5549 0.57 1.75 -2.52 0.10
H 3.9898 1.4566 0.9253 0.29 -0.65 -1.50 0.12
H 2.8652 -0.3688 0.9287 -0.03 -0.29 0.02 0.05
C 2.5112 3.2177 -3.4236 1.63 -0.96 -1.04 -0.08
C 1.7777 3.0790 -2.1542 -1.30 -3.92 -2.49 -0.36
O 0.4331 3.1808 -2.3657 -0.17 6.31 -2.11 -0.01
H 2.3430 4.1445 -3.9949 0.06 -0.15 0.59 0.09
H 2.2294 2.3809 -4.1025 0.50 0.53 0.27 0.06
H 3.5748 3.1296 -3.0656 -0.53 0.11 -1.15 0.10
H 2.1953 3.7224 -1.5340 1.24 3.15 3.60 0.06
H 1.8117 2.0500 -1.7751 1.46 0.11 0.34 0.12
H 0.0865 2.4226 -2.1057 -2.83 -5.01 2.06 -0.05
C 3.8402 4.2907 1.5703 -0.94 -3.27 3.53 -0.02
C 2.3192 4.3445 2.0648 6.63 5.33 -8.11 -0.34
O 1.9288 5.4887 2.5942 3.19 4.64 3.51 0.01
H 3.9653 3.4054 0.7952 0.12 1.95 1.99 0.09
H 4.4871 4.3151 2.5532 -0.73 -1.14 -1.87 0.10
H 4.1375 5.1995 1.2200 0.23 2.54 -1.83 0.01
H 1.9557 3.7181 2.5883 -3.38 -9.63 6.63 0.01
H 1.8435 4.3520 1.1660 -1.60 -1.10 -3.13 0.08
H 1.0641 5.6456 2.4001 -3.53 0.85 -0.74 0.04
```
Forces are in eV/Å.

***

The following is a DFT calculation (wB97M-V/def2-TZVPD) of a 4-piece molecular cluster, C24H54BrFN3O17P3S overall.

Calculated values
- LUMO energy: -1.99 eV
- Orbital gap: 7.4769 eV
- Energy: -6486.16046 a.u.
- SMILES string: [H]/N=C(/N)NCCCC[C@]1(OCC)[C@@H](C[C@H](C)Br)OC(=O)[C@@]1(F)S(C)(=O)=O.COP(=O)(OC)OC.COP(=O)(OC)OC.COP(=O)(OC)OC
- HOMO energy: -9.5 eV

XYZ file:
```
104
Properties=species:S:1:pos:R:3:forces:R:3:lowdin_charge:R:1
H 0.3079 6.0804 -6.6209 0.02 0.06 0.07 0.04
N -0.6907 6.2413 -6.5014 -0.22 0.34 -0.21 0.15
C -1.3121 5.1412 -6.5132 0.93 0.09 -0.23 -0.56
N -2.7159 5.1287 -6.3186 0.27 -0.04 -0.06 0.09
N -0.6299 3.8842 -6.6761 -0.53 -0.12 0.61 0.00
C -0.5673 3.2305 -5.3550 0.18 -0.50 0.17 -0.25
C 0.4538 2.0902 -5.2960 -0.56 -0.27 -0.52 -0.18
C 0.3396 1.2209 -4.0158 0.76 0.43 -0.26 -0.16
C 0.0300 2.0415 -2.7462 -0.45 -0.07 -0.54 -0.10
C -0.0494 1.2257 -1.4686 -0.27 -1.56 2.29 -0.31
O -0.2639 1.8966 -0.2068 0.23 0.98 -0.85 -0.18
C -0.3113 3.3209 -0.2598 0.36 0.26 1.27 -0.24
C -0.4322 3.8542 1.1898 0.07 0.44 -0.79 -0.05
C 1.1076 0.2453 -1.1545 0.96 -0.38 -3.28 -0.25
C 2.5120 0.7563 -0.8819 -0.59 0.29 1.56 -0.13
C 2.7265 1.5703 0.4083 1.58 0.49 -0.28 -0.67
C 4.2566 1.6448 0.6856 -0.66 -0.55 0.76 -0.14
Br 1.9120 0.8012 2.0112 -0.08 0.42 -0.36 0.87
O 0.6171 -0.8641 -0.3831 -0.56 -0.04 0.09 0.03
C -0.5480 -1.2002 -1.0391 0.38 0.55 -0.21 -0.40
O -0.9246 -2.3019 -1.2724 0.08 0.44 0.32 0.20
C -1.1943 0.1637 -1.4304 -0.60 -0.41 0.12 -0.29
F -1.9908 0.0755 -2.5303 0.37 -0.07 -0.20 0.06
S -2.4876 0.4663 -0.1087 -2.99 -0.19 0.18 0.72
C -1.8748 0.0602 1.5199 0.40 0.32 0.59 -0.11
O -3.0693 1.7822 -0.2036 1.52 0.95 0.21 -0.29
O -3.5214 -0.4941 -0.4063 0.82 -1.22 -0.12 -0.30
H -3.1745 4.6299 -7.0707 -0.03 -0.24 0.19 0.08
H -2.9493 4.7204 -5.4224 -0.19 -0.04 -0.08 0.07
H 0.3198 4.0342 -6.9961 -0.05 0.20 -0.07 0.10
H -1.5575 2.8098 -5.1339 0.13 0.15 0.06 0.12
H -0.3053 3.9611 -4.5702 -0.22 -0.03 -0.13 0.12
H 0.2308 1.4328 -6.1488 0.16 0.08 0.13 0.11
H 1.4765 2.4491 -5.4742 -0.17 0.15 0.29 0.11
H 1.3318 0.7733 -3.8730 -0.29 -0.22 -0.14 0.11
H -0.3781 0.4272 -4.2329 0.01 0.06 0.41 0.11
H -0.9467 2.5240 -2.8770 0.16 -0.02 0.14 0.13
H 0.7737 2.8454 -2.7018 -0.06 -0.18 0.35 0.13
H 0.6542 3.6916 -0.6313 -0.32 -0.04 -0.39 0.11
H -1.1576 3.6808 -0.8503 0.20 -0.12 -0.15 0.12
H -0.1380 3.0970 1.9184 -0.20 0.05 -0.07 0.05
H -1.4329 4.2587 1.3549 0.03 -0.40 0.29 0.08
H 0.2535 4.7061 1.2817 -0.09 -0.18 0.16 0.07
H 1.2402 -0.2469 -2.1420 0.21 0.28 0.15 0.15
H 2.7965 1.4112 -1.7173 -0.15 -0.13 0.07 0.14
H 3.2319 -0.0701 -0.8706 -0.32 -0.07 -0.04 0.14
H 2.3983 2.6082 0.3240 -0.59 -0.35 0.00 0.08
H 4.8395 1.6700 -0.2385 -0.07 0.15 0.11 0.08
H 4.5010 2.4792 1.3496 -0.03 0.04 -0.32 0.08
H 4.4974 0.7468 1.2683 0.35 0.05 -0.41 0.06
H -1.9097 0.9770 2.1132 0.25 -0.05 -0.20 0.06
H -2.5390 -0.6503 2.0174 -0.23 0.09 -0.56 0.07
H -0.8704 -0.3682 1.5372 -0.03 0.31 -0.26 0.04
C -3.6049 2.3789 5.5554 -0.25 0.08 -0.59 -0.11
O -2.5013 1.8479 6.2881 3.22 -0.45 1.76 -0.29
P -2.2275 0.2089 6.1433 -6.48 -2.27 -3.19 0.66
O -2.5540 0.0021 4.6996 0.80 0.33 0.43 -0.24
O -3.4899 -0.1039 7.1453 0.42 0.10 0.37 -0.29
C -3.4638 0.4561 8.4661 -0.16 -0.03 -0.09 -0.10
O -1.5276 -1.2624 6.4827 2.47 2.52 1.30 -0.28
C -2.2840 -2.4269 6.1518 -0.37 -0.42 -0.30 -0.11
H -3.8443 3.3447 6.0000 0.21 -0.07 0.18 0.09
H -3.3276 2.5337 4.5147 -0.05 -0.15 -0.02 0.08
H -4.4750 1.7268 5.6213 0.09 -0.08 -0.03 0.09
H -4.1637 1.2898 8.5179 0.06 0.05 0.01 0.09
H -2.4693 0.8098 8.7415 -0.04 0.02 0.08 0.08
H -3.7725 -0.3119 9.1731 0.02 -0.05 -0.06 0.09
H -2.1476 -2.6648 5.0977 -0.03 0.14 -0.01 0.09
H -3.3423 -2.3043 6.3703 0.04 0.11 -0.01 0.09
H -1.8942 -3.2465 6.7542 0.15 0.17 0.08 0.09
C -2.2166 -1.6229 -6.7210 -0.19 0.10 -0.57 -0.11
O -1.1912 -2.2421 -5.9496 2.98 -0.73 2.00 -0.30
P -0.9715 -3.8835 -6.1778 -5.97 -1.99 -3.93 0.64
O -1.1928 -3.9925 -7.6509 0.64 0.32 0.65 -0.25
O -2.3029 -4.2354 -5.2950 0.50 0.14 0.27 -0.28
C -2.3567 -3.7510 -3.9407 -0.13 0.04 -0.03 -0.09
O -0.2771 -5.3674 -5.8861 2.20 2.48 1.70 -0.28
C -0.9951 -6.5108 -6.3423 -0.34 -0.39 -0.34 -0.12
H -2.4513 -0.6749 -6.2352 0.16 -0.09 0.19 0.09
H -1.8593 -1.4198 -7.7288 -0.06 -0.16 -0.03 0.09
H -3.1137 -2.2398 -6.7557 0.07 -0.07 -0.02 0.09
H -3.0455 -2.9086 -3.8871 0.07 0.05 0.03 0.09
H -1.3774 -3.4321 -3.5853 -0.07 0.01 0.12 0.07
H -2.7216 -4.5492 -3.2978 0.03 -0.05 -0.07 0.09
H -0.7851 -6.6776 -7.3979 -0.04 0.15 -0.01 0.09
H -2.0674 -6.4097 -6.1889 0.03 0.11 0.00 0.08
H -0.6384 -7.3662 -5.7692 0.13 0.17 0.10 0.09
C 7.0977 -2.6445 5.0182 0.35 0.38 -0.36 -0.12
O 5.9931 -3.5425 5.0731 -2.24 -2.91 0.09 -0.29
P 4.5118 -2.9318 4.6098 1.23 7.24 -0.55 0.64
O 4.9145 -2.0509 3.4724 -0.11 -0.88 0.27 -0.25
O 4.3509 -2.1216 6.0288 -0.12 -0.57 0.08 -0.28
C 4.4042 -2.8744 7.2479 0.04 0.17 -0.02 -0.10
O 2.8726 -2.9937 4.3578 1.11 -3.57 0.60 -0.27
C 2.1973 -1.7407 4.2452 -0.21 0.58 -0.19 -0.14
H 7.8842 -3.0704 5.6415 -0.19 -0.18 0.05 0.09
H 7.4666 -2.5638 3.9978 -0.12 0.12 -0.01 0.09
H 6.8286 -1.6606 5.4014 -0.09 -0.02 -0.08 0.09
H 5.3644 -2.7045 7.7351 0.02 -0.08 -0.01 0.09
H 4.2785 -3.9441 7.0747 0.00 0.00 0.09 0.08
H 3.6067 -2.5281 7.9032 -0.03 0.03 -0.06 0.09
H 2.2928 -1.3651 3.2265 0.17 -0.25 0.22 -0.02
H 2.5803 -1.0024 4.9478 0.10 -0.08 -0.01 0.09
H 1.1432 -1.9152 4.4653 0.09 -0.24 0.05 0.09
```
Forces are in eV/Å.